Computed, not measured: 25 unconnected molecules or ions with the total composition C31H41Cl72N3O6P3 in a non-equilibrium geometry, with ωB97M-V/def2-TZVPD.

Summary:
Charge ... -1
E_tot ... -979047.505 eV
Molecular weight ... 3197.22 g/mol
Gap between HOMO and LUMO ... 0.2441 Ha

Geometry (Å):
C  2.16  2.71  0.22
H  0.19  4.36  -0.68
Cl  -7.19  -3.46  -5.41
N  2.69  0.59  -1.22
Cl  2.84  -9.32  -0.34
H  2.33  5.15  -0.95
Cl  -5.86  3.22  7.78
Cl  -6.47  -7.02  -10.44
Cl  -1.90  4.99  5.43
O  1.37  5.16  1.18
Cl  -7.21  -1.70  1.52
Cl  3.11  -12.19  -0.70
Cl  6.56  3.96  -3.78
H  0.55  0.49  2.02
H  -3.97  7.07  0.70
C  -0.29  1.94  3.78
Cl  -0.74  7.47  4.47
C  2.07  -10.89  -0.12
O  0.06  1.46  4.82
H  3.96  2.78  -0.93
H  5.15  8.80  -0.41
C  4.03  2.33  5.36
C  -5.49  -2.11  1.69
H  3.87  3.26  5.89
Cl  -5.99  8.47  11.89
Cl  -3.15  -4.63  6.34
Cl  -0.55  -10.63  -8.40
C  -2.13  -9.93  -8.74
Cl  -2.62  4.96  -8.54
H  3.39  -1.32  -1.09
C  4.34  4.00  0.72
C  9.95  3.70  -6.25
Cl  3.50  9.48  -1.92
H  -1.24  -5.33  5.18
Cl  3.55  -6.03  -0.93
P  -1.87  0.44  0.97
H  -3.17  0.70  -0.77
Cl  10.71  5.25  -6.61
Cl  -4.44  5.85  -1.23
Cl  0.50  -10.94  -0.94
P  0.06  1.61  1.27
Cl  0.87  1.53  9.30
C  -4.55  4.20  8.43
H  2.60  -0.08  1.59
C  5.16  9.10  -1.45
Cl  2.83  -4.67  -3.38
H  1.76  -1.21  -0.53
C  4.08  -4.86  -2.14
C  -2.77  -2.52  -2.32
Cl  0.54  -6.64  -1.13
H  -0.37  5.30  3.67
C  -6.63  -9.38  -4.69
Cl  -7.57  -2.15  -7.97
C  -1.53  -4.40  5.65
C  1.71  1.55  -0.76
Cl  0.13  5.06  -9.47
Cl  4.31  8.50  6.61
H  -2.04  -9.27  -9.59
Cl  -3.89  7.98  13.84
H  -7.28  -8.51  -4.70
Cl  6.18  10.54  -1.60
Cl  -3.67  -2.51  -3.84
Cl  -2.43  5.86  2.73
Cl  -3.57  -6.88  -10.57
Cl  3.50  1.02  6.41
H  -1.72  6.25  -10.27
C  3.23  -0.64  0.91
H  1.62  -12.20  4.95
H  -0.55  2.66  0.53
Cl  6.90  2.55  -1.27
Cl  -1.04  -2.68  -2.63
H  -5.36  -3.14  1.41
H  -1.11  2.45  10.15
Cl  2.84  10.38  4.95
Cl  -4.93  -6.60  -8.02
C  7.44  3.91  -2.25
Cl  -4.99  -1.91  3.37
Cl  -4.72  4.36  10.19
C  3.68  2.75  0.11
Cl  -3.31  -11.19  -9.13
Cl  -3.20  8.90  11.17
Cl  -4.79  8.70  -0.77
N  -0.60  2.51  2.75
Cl  -2.69  -8.97  -7.37
H  -4.25  6.90  11.80
C  -1.24  5.83  4.03
H  -5.08  -5.22  -9.90
O  4.59  4.94  0.01
Cl  1.34  -12.58  2.65
Cl  -0.94  -5.99  -3.84
H  4.97  -5.25  -2.62
H  -2.93  -1.57  -1.80
Cl  -4.50  -1.11  0.63
Cl  8.46  3.50  -7.16
Cl  -4.91  -2.31  -6.79
H  2.41  8.11  5.29
Cl  -1.93  -6.51  0.39
H  1.38  2.09  -1.67
Cl  11.07  2.37  -6.57
Cl  0.18  2.08  12.07
Cl  3.33  6.79  -4.34
C  0.78  -12.12  4.27
H  -0.79  -8.41  -0.38
H  9.70  3.68  -5.19
Cl  0.22  -10.45  4.27
H  7.22  4.82  -1.71
C  -0.44  1.66  10.47
C  -4.32  7.93  12.13
Cl  0.43  -7.78  1.53
Cl  -5.79  -9.41  -3.14
N  -2.26  0.28  -0.59
Cl  -1.55  -3.14  4.43
Cl  4.46  -3.30  -1.42
C  -1.85  -7.39  -4.38
H  -1.67  -0.89  1.47
H  -4.61  5.19  7.99
Cl  5.81  7.77  -2.41
H  -2.96  1.08  1.60
Cl  -1.11  7.43  -8.34
Cl  -6.29  6.78  0.81
Cl  9.18  3.82  -2.52
H  4.18  1.90  0.54
H  5.65  4.03  2.03
C  2.73  8.92  5.93
C  -6.64  -2.16  -6.47
O  1.61  2.37  1.45
Cl  3.09  2.38  3.88
Cl  -0.49  -13.21  4.82
Cl  -3.33  -3.83  -1.28
Cl  -2.99  3.50  8.02
Cl  0.95  5.77  -3.06
C  1.60  7.03  -4.11
H  3.26  -1.66  1.28
Cl  -1.70  -8.73  -3.23
Cl  -3.56  -6.97  -4.60
C  2.71  -0.69  -0.52
C  -0.48  -7.46  0.04
Cl  -1.37  0.16  10.54
Cl  5.76  2.19  5.00
H  -6.81  -1.22  -5.96
O  0.53  1.00  -0.29
H  4.24  -0.25  0.97
Cl  -7.64  -10.82  -4.88
H  -1.45  -7.72  -5.32
P  1.48  4.42  -0.11
C  -4.77  7.09  -0.03
H  2.51  0.42  -2.19
C  -5.02  -6.29  -9.75
Cl  -5.49  -9.23  -6.03
Cl  -0.36  -4.04  6.93
C  -1.38  5.96  -9.28
O  4.69  4.05  2.05
Cl  1.54  9.12  7.22
H  1.45  7.98  -3.62
Cl  0.75  7.06  -5.66
H  1.89  -11.03  0.94

Computed, not measured: a molecular structure, C38H47BiIN3O2Se in a non-equilibrium geometry, with ωB97M-V/def2-TZVPD.

Summary:
Charge ... 0
E_tot ... -128023.242 eV
Molecular weight ... 992.66 g/mol
Gap between HOMO and LUMO ... 0.2767 Ha

Geometry (Å):
C  -5.73  -4.47  -1.18
H  7.12  3.57  -0.60
C  -6.74  -5.34  -0.79
C  -1.06  0.59  0.83
Se  1.24  0.77  2.57
C  -3.59  -4.61  3.22
H  -7.46  -6.61  0.78
N  -3.76  -4.19  1.92
H  -2.75  2.94  -0.90
C  -2.79  -0.82  -1.32
C  -5.70  -5.54  1.37
H  -3.94  -3.47  -0.65
H  0.01  4.25  -2.19
C  4.95  2.78  -2.15
H  5.09  4.97  -0.54
H  4.06  -3.22  1.38
C  2.68  0.56  1.30
C  3.06  -0.73  0.91
C  4.52  4.14  -0.12
C  -3.96  -0.22  0.87
H  -3.24  -0.62  1.58
C  -1.99  2.51  -0.28
C  -2.08  1.17  0.04
H  6.19  -3.16  -1.58
H  5.77  -1.57  -2.21
H  5.38  1.87  -2.57
H  -2.18  6.56  -0.15
H  6.63  2.75  0.89
H  5.60  0.23  -1.06
H  -5.70  -5.98  2.35
H  0.25  5.62  1.32
I  0.03  -3.62  0.05
C  -7.79  -5.68  -1.67
H  2.60  -2.75  -0.80
H  6.76  -1.72  -0.74
H  -3.64  -1.44  -1.60
H  5.47  3.63  -2.59
H  -5.15  0.45  -1.44
H  -1.75  4.33  -2.28
C  -0.93  4.79  -0.31
H  1.21  5.11  -0.09
C  0.28  5.56  0.23
H  -2.36  -0.40  -2.22
C  -0.09  1.46  1.35
H  4.57  4.21  0.96
C  4.77  0.33  -0.40
H  -0.80  5.82  -2.22
C  -0.97  3.35  0.16
H  -4.71  1.95  -0.63
Bi  0.36  -1.94  2.17
H  5.28  -4.08  0.44
C  -2.82  -3.24  1.71
C  6.56  2.73  -0.20
H  -5.74  -4.06  -2.18
C  5.08  2.81  -0.62
H  -4.67  -1.01  0.62
C  -4.31  1.10  -1.20
H  -2.72  -2.70  0.80
C  4.65  -2.20  -0.44
H  7.02  1.82  -0.55
O  2.40  -1.80  1.36
H  3.90  2.82  -2.44
C  3.55  -2.81  -1.31
C  4.95  -3.09  0.77
H  -3.89  1.46  -2.14
H  -2.27  5.48  1.24
N  -8.65  -5.95  -2.37
C  4.17  -0.84  0.04
H  0.25  6.58  -0.16
C  -2.54  -3.89  3.71
C  4.36  1.61  -0.04
H  0.73  3.41  1.48
H  2.93  2.66  1.19
H  -2.03  -1.43  -0.84
H  3.47  -2.27  -2.25
H  5.74  -2.65  1.38
C  -0.87  4.80  -1.85
C  -3.27  0.32  -0.40
C  -4.72  -4.12  -0.31
C  -6.70  -5.90  0.49
H  -4.51  0.58  1.36
C  -4.72  -4.62  1.00
N  -2.08  -3.04  2.76
H  3.75  -3.86  -1.52
O  -1.05  -0.72  1.06
H  -2.10  -3.92  4.69
C  3.30  1.71  0.84
H  3.48  4.27  -0.44
C  5.92  -2.14  -1.29
C  -2.20  5.51  0.16
H  -4.19  -5.35  3.70
H  -3.09  5.05  -0.25
C  -0.05  2.81  1.04

Computed, not measured: a single C6H11N molecule in a non-equilibrium geometry, with ωB97M-V/def2-TZVPD.

Summary:
SMILES ... C/C=C(N)/C=C/C
Charge ... 0
E_tot ... -7886.484 eV
Molecular weight ... 97.16 g/mol
Gap between HOMO and LUMO ... 0.2927 Ha

Geometry (Å):
H  2.93  0.40  -0.97
C  -0.88  -0.43  0.59
H  0.95  0.52  -1.43
C  1.05  0.96  -0.44
H  2.98  1.94  0.23
H  0.13  2.05  2.15
C  2.60  0.92  -0.12
H  -1.67  -0.52  1.42
H  -2.78  -2.04  -0.42
H  -0.10  -0.97  -1.28
H  0.11  0.48  2.65
C  0.14  0.73  0.63
C  -2.30  -1.53  -1.23
H  -2.18  -2.13  -2.21
H  -3.14  -0.82  -1.52
C  -1.09  -0.85  -0.72
H  2.89  0.22  0.76
N  0.35  1.07  1.94

Computed, not measured: a molecular structure, C29H54ClLuOP in a non-equilibrium geometry, with ωB97M-V/def2-TZVPD.

Summary:
Charge ... -1
E_tot ... -88426.807 eV
Molecular weight ... 660.14 g/mol
Gap between HOMO and LUMO (spin up / spin down) ... 0.0927 / 0.0927 Ha

Geometry (Å):
H  1.12  0.83  -2.85
H  3.07  0.26  -2.10
H  -2.54  4.71  2.90
H  -2.77  4.50  0.60
H  -1.16  0.66  1.44
H  -2.07  1.71  3.29
C  -0.34  2.96  3.01
H  -0.06  4.01  3.09
H  3.94  -3.43  0.84
C  -1.91  -4.07  0.51
H  -1.95  -1.84  2.14
H  2.91  4.39  -1.74
Cl  -4.87  0.87  0.14
C  4.38  2.79  -1.71
H  -1.27  1.72  -4.17
C  -2.90  -2.38  2.10
H  3.35  -2.64  3.08
H  -3.35  0.88  -2.96
C  4.61  1.40  -1.10
C  1.95  -3.81  0.10
H  2.55  1.56  0.62
H  3.15  -0.89  1.37
C  1.90  2.57  -1.16
H  1.06  -4.38  0.44
H  -0.67  -1.13  -1.34
C  -0.12  1.04  1.45
C  -0.09  2.51  1.56
H  -1.41  1.82  -1.60
H  -2.27  0.60  -0.67
P  0.71  0.25  0.00
H  -0.89  3.36  -0.43
C  -0.34  -0.09  -1.50
C  -3.05  -3.11  0.78
H  -1.88  -4.88  1.25
C  -0.28  -0.22  -4.10
H  -1.91  3.00  4.49
H  5.40  0.87  -1.65
H  -2.11  0.44  -5.04
C  2.55  -2.73  2.34
H  -0.94  -3.55  0.53
C  3.13  3.49  -1.15
C  -1.53  0.65  -4.14
C  -1.64  0.75  -1.61
H  0.90  2.89  1.27
H  0.62  -2.61  -1.09
H  -2.95  -3.06  2.96
H  -0.56  -1.28  -4.22
H  1.89  -0.69  2.59
C  -1.79  2.76  3.42
H  3.58  -0.42  -0.55
C  -4.39  -3.85  0.69
C  3.36  0.52  -1.07
O  -3.04  -2.11  -0.26
H  3.32  3.81  -0.12
H  1.26  -0.91  -2.75
H  2.29  -2.04  -1.09
C  2.22  -1.34  1.77
C  -2.72  3.66  2.61
C  1.15  -1.43  0.67
C  2.20  1.27  -0.39
Lu  -3.92  -0.74  -1.33
C  -2.49  3.54  1.07
H  1.66  -3.11  2.87
H  -3.70  -1.64  2.22
H  -3.21  2.81  0.67
H  0.32  2.40  3.69
H  0.35  0.58  2.33
H  -2.01  -4.52  -0.48
C  -2.38  0.36  -2.89
H  4.96  1.52  -0.06
H  -2.51  -0.77  -2.91
H  -3.76  3.43  2.83
H  -4.51  -4.31  -0.30
H  0.39  0.03  -4.93
H  -5.23  -3.17  0.85
H  1.04  3.10  -0.75
C  2.96  -3.73  1.25
C  -1.15  3.20  0.62
H  3.09  -4.72  1.69
C  0.52  -0.09  -2.79
H  1.65  2.34  -2.21
C  1.50  -2.45  -0.44
H  0.21  -1.77  1.15
H  4.27  2.68  -2.80
H  -4.46  -4.64  1.44
H  2.38  -4.38  -0.73
H  5.26  3.41  -1.55

Computed, not measured: a single C6H8O4 molecule, with ωB97M-V/def2-TZVPD.

Summary:
SMILES ... C=CC(=O)CC(=O)C(O)O
Charge ... 0
E_tot ... -14540.597 eV
Molecular weight ... 144.13 g/mol
Gap between HOMO and LUMO ... 0.3524 Ha

Geometry (Å):
H  1.49  -0.62  -3.34
H  -1.80  -0.66  0.96
C  -1.19  1.18  0.96
H  0.00  -1.48  -2.69
O  -1.18  1.28  -0.44
H  2.13  -0.07  -1.01
C  0.38  -1.03  -0.11
H  0.31  -1.00  2.03
C  1.24  -0.63  -1.24
O  -2.02  0.17  1.42
H  1.87  -0.44  1.36
O  -0.59  -1.73  -0.22
H  -1.55  2.11  1.43
H  -2.08  1.38  -0.75
C  0.90  -0.92  -2.49
C  0.30  0.99  1.32
C  0.79  -0.44  1.23
O  1.01  1.92  1.59

Computed, not measured: a single C4H7NO2 molecule in a non-equilibrium geometry, with ωB97M-V/def2-TZVPD.

Summary:
SMILES ... O=C1CNC[C@@H]1O
Charge ... 0
E_tot ... -9843.190 eV
Molecular weight ... 101.10 g/mol
Gap between HOMO and LUMO ... 0.3452 Ha

Geometry (Å):
O  -0.41  1.93  1.02
N  1.52  -0.76  -0.21
H  2.34  -0.49  -0.75
H  0.63  -1.02  -2.09
C  -0.05  0.89  0.53
C  1.26  0.20  0.85
H  -1.68  -0.39  -0.40
H  -0.12  -1.89  -0.77
C  0.33  -0.92  -1.05
C  -0.84  0.24  -0.56
O  -1.90  1.45  -0.88
H  -2.13  1.89  -0.01
H  2.06  0.96  0.92
H  1.16  -0.26  1.84

Computed, not measured: a molecular structure, C25H49Li3O9 in a non-equilibrium geometry, with ωB97M-V/def2-TZVPD.

Summary:
Charge ... +1
Multiplicity ... 2
E_tot ... -45756.950 eV
Molecular weight ... 514.48 g/mol
Gap between HOMO and LUMO (spin up / spin down) ... 0.1790 / 0.2862 Ha

Geometry (Å):
H  2.05  -26.74  29.59
O  1.23  -24.26  28.66
H  7.97  -18.96  24.34
O  9.41  -22.49  22.23
H  5.96  -27.55  25.12
C  7.03  -18.63  24.80
C  -1.48  -22.14  25.49
C  1.07  -26.50  29.17
H  2.79  -24.35  20.23
H  8.89  -23.44  20.44
H  8.07  -21.30  23.31
H  5.88  -17.85  23.11
H  6.82  -22.46  21.85
H  -0.32  -21.03  24.11
O  4.22  -22.31  25.21
O  5.14  -19.11  25.99
H  2.66  -21.24  22.72
O  3.95  -23.49  21.74
H  -0.27  -23.75  29.97
C  4.95  -27.21  23.29
H  4.22  -24.01  23.83
C  9.23  -23.66  21.46
H  1.35  -23.96  30.78
Li  4.90  -23.10  28.64
H  6.50  -20.62  25.67
C  5.88  -18.65  23.84
H  6.33  -30.03  23.43
C  4.12  -23.49  25.58
C  6.21  -29.10  22.86
H  -0.48  -20.69  26.79
H  2.24  -25.68  27.57
H  1.52  -22.33  20.15
C  4.10  -22.10  21.41
H  -1.07  -22.00  27.70
C  0.87  -22.54  25.10
H  0.89  -22.77  21.74
Li  4.27  -20.80  26.53
H  8.69  -22.71  24.15
H  10.03  -24.39  21.48
H  -2.29  -21.43  25.34
C  8.40  -22.33  23.17
C  1.26  -25.55  28.01
C  6.51  -19.56  25.93
H  7.01  -19.39  26.89
Li  2.12  -22.77  27.78
C  7.24  -23.14  22.60
H  7.95  -28.51  24.05
C  6.23  -27.18  24.13
C  8.02  -24.30  22.07
H  7.40  -24.86  21.37
H  1.05  -23.59  24.89
C  2.65  -23.87  21.20
H  -0.78  -25.90  29.94
C  -0.68  -21.76  26.71
C  7.21  -28.06  23.39
H  6.58  -26.15  24.24
H  -0.72  -22.67  23.53
H  0.58  -27.42  28.85
H  4.52  -21.98  20.42
O  4.86  -28.57  22.92
H  6.46  -23.36  23.33
H  3.85  -19.03  24.38
H  2.56  -20.57  21.12
H  5.78  -19.57  23.26
H  0.47  -25.72  27.27
H  4.40  -17.48  24.95
H  8.41  -24.94  22.87
C  4.72  -18.52  24.80
H  7.76  -27.56  22.59
C  0.67  -24.29  29.99
H  2.22  -24.55  21.93
H  4.79  -21.62  22.10
O  0.56  -22.45  26.50
H  4.09  -26.87  23.87
C  1.81  -22.59  21.17
O  4.11  -24.48  24.66
H  5.11  -26.60  22.40
H  1.80  -22.00  24.93
H  0.31  -26.10  31.15
H  -1.92  -23.13  25.64
C  -0.38  -22.08  24.38
H  7.25  -17.64  25.19
C  0.28  -25.73  30.13
C  2.71  -21.50  21.67
H  6.49  -29.26  21.82
O  3.84  -23.75  26.79

Please write out number 2 again, unchanged.
Computed, not measured: a molecular structure, C38H47BiIN3O2Se in a non-equilibrium geometry, with ωB97M-V/def2-TZVPD.

Summary:
Charge ... 0
E_tot ... -128023.242 eV
Molecular weight ... 992.66 g/mol
Gap between HOMO and LUMO ... 0.2767 Ha

Geometry (Å):
C  -5.73  -4.47  -1.18
H  7.12  3.57  -0.60
C  -6.74  -5.34  -0.79
C  -1.06  0.59  0.83
Se  1.24  0.77  2.57
C  -3.59  -4.61  3.22
H  -7.46  -6.61  0.78
N  -3.76  -4.19  1.92
H  -2.75  2.94  -0.90
C  -2.79  -0.82  -1.32
C  -5.70  -5.54  1.37
H  -3.94  -3.47  -0.65
H  0.01  4.25  -2.19
C  4.95  2.78  -2.15
H  5.09  4.97  -0.54
H  4.06  -3.22  1.38
C  2.68  0.56  1.30
C  3.06  -0.73  0.91
C  4.52  4.14  -0.12
C  -3.96  -0.22  0.87
H  -3.24  -0.62  1.58
C  -1.99  2.51  -0.28
C  -2.08  1.17  0.04
H  6.19  -3.16  -1.58
H  5.77  -1.57  -2.21
H  5.38  1.87  -2.57
H  -2.18  6.56  -0.15
H  6.63  2.75  0.89
H  5.60  0.23  -1.06
H  -5.70  -5.98  2.35
H  0.25  5.62  1.32
I  0.03  -3.62  0.05
C  -7.79  -5.68  -1.67
H  2.60  -2.75  -0.80
H  6.76  -1.72  -0.74
H  -3.64  -1.44  -1.60
H  5.47  3.63  -2.59
H  -5.15  0.45  -1.44
H  -1.75  4.33  -2.28
C  -0.93  4.79  -0.31
H  1.21  5.11  -0.09
C  0.28  5.56  0.23
H  -2.36  -0.40  -2.22
C  -0.09  1.46  1.35
H  4.57  4.21  0.96
C  4.77  0.33  -0.40
H  -0.80  5.82  -2.22
C  -0.97  3.35  0.16
H  -4.71  1.95  -0.63
Bi  0.36  -1.94  2.17
H  5.28  -4.08  0.44
C  -2.82  -3.24  1.71
C  6.56  2.73  -0.20
H  -5.74  -4.06  -2.18
C  5.08  2.81  -0.62
H  -4.67  -1.01  0.62
C  -4.31  1.10  -1.20
H  -2.72  -2.70  0.80
C  4.65  -2.20  -0.44
H  7.02  1.82  -0.55
O  2.40  -1.80  1.36
H  3.90  2.82  -2.44
C  3.55  -2.81  -1.31
C  4.95  -3.09  0.77
H  -3.89  1.46  -2.14
H  -2.27  5.48  1.24
N  -8.65  -5.95  -2.37
C  4.17  -0.84  0.04
H  0.25  6.58  -0.16
C  -2.54  -3.89  3.71
C  4.36  1.61  -0.04
H  0.73  3.41  1.48
H  2.93  2.66  1.19
H  -2.03  -1.43  -0.84
H  3.47  -2.27  -2.25
H  5.74  -2.65  1.38
C  -0.87  4.80  -1.85
C  -3.27  0.32  -0.40
C  -4.72  -4.12  -0.31
C  -6.70  -5.90  0.49
H  -4.51  0.58  1.36
C  -4.72  -4.62  1.00
N  -2.08  -3.04  2.76
H  3.75  -3.86  -1.52
O  -1.05  -0.72  1.06
H  -2.10  -3.92  4.69
C  3.30  1.71  0.84
H  3.48  4.27  -0.44
C  5.92  -2.14  -1.29
C  -2.20  5.51  0.16
H  -4.19  -5.35  3.70
H  -3.09  5.05  -0.25
C  -0.05  2.81  1.04